Entry 1:
Below is 2 unconnected molecules or ions with the total composition C3H3BrO2 at a distorted geometry, with properties calculated with the ωB97M-V functional and the def2-TZVPD basis.

Each line ends with the Löwdin charge.
Cartesian coordinates (Å):
C (-0.949, -2.169, 2.042)  -0.59
C (-0.387, 0.407, -0.244)  -0.17
C (0.272, -0.774, 0.048)  -0.20
O (-0.730, -3.266, 2.429)  0.01
O (-0.712, -0.842, -0.864)  -0.03
Br (-2.529, -1.117, 2.464)  0.63
H (-1.129, 0.889, 0.300)  0.07
H (0.078, 0.983, -1.136)  0.14
H (1.336, -1.194, 0.072)  0.14

Results
**Kohn-Sham gap (alpha / beta)**: 0.299 / 0.337 Eh
**Spin multiplicity**: 3
**HOMO energy (alpha / beta)**: -7.5 / -11.1 eV
**Molecular weight**: 150.959 g/mol
**Energy relative to the best compared isomer or geometry (same formula, charge and spin)**: 45.0 kcal per mole

Entry 2:
Below is a gas-phase ion, C7H16N (charge +1) at a distorted geometry, with properties calculated with the ωB97M-V functional and the def2-TZVPD basis.

Each line ends with the Löwdin charge.
Cartesian coordinates (Å):
C (-0.943, 2.208, 2.305)  0.09
C (-0.213, 1.607, 1.329)  -0.37
C (0.308, 2.337, 0.066)  -0.05
C (0.129, 0.189, 1.394)  -0.20
C (-0.490, -0.671, 0.319)  -0.19
C (0.169, -0.876, -1.036)  -0.35
C (-0.685, -1.510, -2.093)  -0.06
N (1.246, -1.989, -0.746)  0.15
H (-1.150, 3.241, 2.477)  0.07
H (-1.317, 1.537, 3.047)  0.06
H (1.132, 3.136, 0.257)  0.12
H (0.707, 1.649, -0.727)  0.05
H (-0.432, 2.991, -0.379)  0.07
H (0.158, -0.260, 2.395)  0.13
H (1.193, 0.351, 0.973)  0.13
H (-1.666, -0.415, -0.036)  0.20
H (-0.793, -1.685, 0.734)  0.13
H (0.878, 0.020, -1.294)  0.16
H (-1.367, -2.311, -1.746)  0.11
H (-0.081, -2.047, -2.914)  0.12
H (-1.306, -0.767, -2.579)  0.09
H (2.001, -1.594, -0.042)  0.21
H (0.857, -2.742, -0.107)  0.18
H (1.665, -2.399, -1.597)  0.16

Results
**Kohn-Sham gap**: 0.322 Eh
**SMILES**: C=C(C)CC[C@H](C)[NH3+]
**Charge**: +1
**HOMO energy**: -12.3 eV
**Molecular weight**: 114.212 g/mol
**Energy relative to the best compared isomer or geometry (same formula, charge and spin)**: 56.2 kcal per mole

Entry 3:
Below is C4H9NO2 in the gas phase at a distorted geometry, with properties calculated with the ωB97M-V functional and the def2-TZVPD basis.

Each line ends with the Löwdin charge.
Cartesian coordinates (Å):
C (1.908, 0.310, -0.391)  -0.15
O (1.437, -0.305, 0.750)  -0.19
C (0.059, 0.132, 1.202)  -0.09
C (-0.875, -0.147, 0.085)  -0.37
C (-1.164, -1.577, -0.247)  -0.03
N (-1.361, 0.740, -0.692)  0.04
O (-1.039, 2.041, -0.324)  -0.06
H (2.930, -0.106, -0.370)  0.10
H (1.381, 0.058, -1.301)  0.08
H (1.981, 1.387, -0.285)  0.09
H (0.126, 1.192, 1.449)  0.11
H (-0.182, -0.454, 2.087)  0.13
H (-1.688, -2.064, 0.578)  0.08
H (-0.233, -2.128, -0.408)  0.09
H (-1.781, -1.643, -1.141)  0.08
H (-1.499, 2.563, -0.993)  0.10

Results
**Kohn-Sham gap**: 0.393 Eh
**SMILES**: COC/C(C)=N\O
**HOMO energy**: -9.8 eV
**Molecular weight**: 103.121 g/mol
**Energy relative to the best compared isomer or geometry (same formula, charge and spin)**: 79.6 kcal per mole

Entry 4:
Below is 3 unconnected molecules or ions with the total composition C33H59BBr2ClFN5O4Si at a distorted geometry, with properties calculated with the ωB97M-V functional and the def2-TZVPD basis.

Each line ends with the Löwdin charge.
Cartesian coordinates (Å):
C (0.218, 3.910, -0.238)  -0.06
C (0.007, 2.325, 0.263)  -0.22
O (0.442, 1.491, -0.812)  -0.10
C (-0.266, 0.245, -1.080)  -0.24
N (-1.572, 0.279, -1.797)  -0.05
C (-1.680, -0.525, -3.059)  -0.08
C (-2.070, 1.643, -2.199)  -0.28
C (-3.614, 2.040, -1.700)  0.00
O (-1.439, 2.549, -2.948)  -0.01
C (1.063, -0.517, -1.786)  0.08
C (1.607, -0.341, -3.358)  -0.11
C (1.760, -1.740, -4.182)  -0.62
C (0.463, -2.082, -5.182)  -0.14
Cl (3.179, -1.442, -5.399)  0.52
N (1.770, -1.242, -0.873)  -0.03
C (2.997, -2.069, -0.806)  -0.56
Br (2.577, -4.056, -1.018)  0.67
C (4.244, -1.761, -1.788)  -0.61
C (5.623, -1.542, -0.864)  -0.15
Br (4.657, -3.466, -2.834)  0.58
C (1.074, -1.153, 0.505)  -0.15
C (1.809, -0.196, 1.658)  -0.05
C (2.966, 0.797, 1.055)  -0.24
O (3.109, 2.078, 1.823)  -0.28
Si (4.654, 2.844, 1.502)  0.46
C (4.274, 4.711, 1.074)  -0.20
C (5.615, 2.134, -0.019)  -0.21
C (5.801, 2.752, 3.056)  -0.22
C (-0.490, -0.889, 0.116)  -0.07
B (-1.614, -0.595, 1.306)  -0.41
O (-2.976, -0.012, 1.037)  0.01
N (-1.326, -0.841, 2.807)  -0.14
C (-2.403, -1.693, 3.441)  -0.12
C (-1.537, 0.561, 3.417)  -0.11
C (-1.036, -2.407, -0.335)  -0.14
F (-2.504, -2.380, -0.710)  -0.09
C (-1.036, -3.498, 0.909)  -0.16
C (-0.694, -5.008, 0.281)  -0.13
H (1.310, 4.041, -0.701)  0.09
H (-0.597, 4.219, -1.050)  0.09
H (0.095, 4.564, 0.728)  0.09
H (0.564, 2.262, 1.286)  0.11
H (-1.161, 2.261, 0.502)  0.15
H (-1.196, -1.613, -2.999)  0.10
H (-2.844, -0.735, -3.226)  0.13
H (-1.347, 0.054, -4.048)  0.10
H (-4.072, 1.233, -0.980)  0.08
H (-4.268, 1.992, -2.697)  0.09
H (-3.700, 3.140, -1.307)  0.10
H (2.586, 0.343, -3.359)  0.13
H (0.812, 0.316, -3.960)  0.13
H (1.910, -2.702, -3.536)  0.06
H (-0.245, -2.808, -4.557)  0.09
H (-0.116, -1.098, -5.481)  0.09
H (0.856, -2.701, -6.094)  0.09
H (3.445, -2.000, 0.300)  0.13
H (4.186, -0.813, -2.460)  0.09
H (6.235, -2.559, -0.754)  0.09
H (5.404, -1.057, 0.176)  0.06
H (6.298, -0.756, -1.455)  0.10
H (1.394, -2.219, 0.937)  0.14
H (1.023, 0.403, 2.316)  0.12
H (2.369, -0.897, 2.448)  0.14
H (4.005, 0.235, 1.231)  0.10
H (2.902, 1.006, -0.093)  0.11
H (4.336, 5.395, 2.047)  0.06
H (5.026, 5.033, 0.232)  0.05
H (3.190, 4.703, 0.598)  0.03
H (6.395, 2.919, -0.426)  0.07
H (6.227, 1.196, 0.396)  0.05
H (4.901, 1.700, -0.853)  0.04
H (5.364, 3.367, 3.976)  0.06
H (6.801, 3.326, 2.753)  0.07
H (6.098, 1.668, 3.385)  0.05
H (-3.647, -0.777, 0.942)  0.13
H (-2.868, -1.247, 4.427)  0.10
H (-1.871, -2.708, 3.773)  0.10
H (-3.249, -2.041, 2.674)  0.10
H (-0.962, 0.700, 4.438)  0.11
H (-1.208, 1.408, 2.643)  0.09
H (-2.697, 0.767, 3.609)  0.12
H (-0.457, -2.840, -1.256)  0.13
H (-2.124, -3.605, 1.374)  0.13
H (-0.314, -3.248, 1.787)  0.12
H (-1.400, -5.781, 0.849)  0.09
H (0.406, -5.347, 0.503)  0.04
H (-0.989, -5.096, -0.863)  0.09
N (-2.918, -0.783, 7.698)  -0.01
C (-2.404, -1.985, 7.286)  -0.17
C (-3.093, -2.987, 7.933)  -0.11
C (-4.062, -2.367, 8.758)  -0.11
C (-3.933, -1.007, 8.591)  -0.14
H (-2.600, 0.126, 7.389)  0.14
H (-1.592, -2.025, 6.572)  0.10
H (-2.919, -4.049, 7.821)  0.09
H (-4.776, -2.861, 9.405)  0.10
H (-4.475, -0.180, 9.032)  0.11
N (-4.748, 1.402, -5.927)  -0.01
C (-4.282, 2.666, -5.677)  -0.16
C (-5.322, 3.548, -5.865)  -0.11
C (-6.458, 2.789, -6.235)  -0.11
C (-6.075, 1.466, -6.263)  -0.14
H (-4.199, 0.554, -5.871)  0.14
H (-3.252, 2.830, -5.390)  0.10
H (-5.270, 4.623, -5.747)  0.09
H (-7.448, 3.165, -6.457)  0.10
H (-6.632, 0.568, -6.493)  0.11

Results
**Kohn-Sham gap**: 0.197 Eh
**Charge**: +1
**HOMO energy**: -9.9 eV
**Molecular weight**: 843.023 g/mol

Entry 5:
Below is C20H25NO4 in the gas phase, with properties calculated with the ωB97M-V functional and the def2-TZVPD basis.

Each line ends with the Löwdin charge.
Cartesian coordinates (Å):
C (3.601, 1.483, -5.200)  0.12
C (2.456, 1.141, -5.147)  -0.12
C (1.081, 0.693, -5.024)  -0.19
N (0.770, 0.318, -3.662)  0.08
C (-0.216, 0.909, -2.954)  -0.43
O (-0.967, 1.748, -3.415)  0.07
C (-0.317, 0.427, -1.547)  -0.16
C (-1.263, 0.883, -0.726)  0.04
C (-1.422, 0.412, 0.682)  -0.20
C (-1.048, 1.471, 1.699)  -0.18
C (-0.352, 2.619, 1.348)  -0.03
C (-0.017, 3.557, 2.309)  -0.08
C (-0.374, 3.361, 3.631)  -0.10
C (-1.074, 2.221, 3.988)  -0.09
C (-1.410, 1.285, 3.027)  -0.04
C (-0.610, -0.884, 0.886)  -0.18
C (-1.343, -2.110, 0.336)  -0.14
C (-2.475, -2.582, 1.247)  -0.18
C (-3.116, -3.860, 0.712)  -0.28
O (-2.159, -4.898, 0.751)  -0.07
C (0.753, -0.730, 0.197)  -0.32
O (1.432, 0.312, 0.827)  -0.07
C (2.772, 0.524, 0.413)  -0.23
C (3.757, -0.457, 1.042)  -0.06
O (0.630, -0.509, -1.193)  0.01
H (4.598, 1.801, -5.273)  0.02
H (0.913, -0.156, -5.701)  0.13
H (0.394, 1.504, -5.289)  0.13
H (1.359, -0.354, -3.196)  0.14
H (-1.946, 1.627, -1.104)  0.14
H (-2.481, 0.176, 0.843)  0.15
H (-0.067, 2.778, 0.319)  0.12
H (0.527, 4.445, 2.022)  0.10
H (-0.111, 4.093, 4.380)  0.10
H (-1.361, 2.062, 5.018)  0.10
H (-1.962, 0.400, 3.312)  0.11
H (-0.405, -1.024, 1.951)  0.15
H (-1.740, -1.882, -0.655)  0.13
H (-0.638, -2.936, 0.231)  0.12
H (-3.250, -1.820, 1.335)  0.11
H (-2.076, -2.790, 2.240)  0.12
H (-3.986, -4.121, 1.331)  0.12
H (-3.462, -3.696, -0.319)  0.12
H (-2.557, -5.707, 0.414)  0.09
H (1.321, -1.673, 0.261)  0.17
H (2.997, 1.542, 0.741)  0.12
H (2.838, 0.484, -0.682)  0.12
H (3.653, -0.439, 2.124)  0.08
H (4.771, -0.172, 0.778)  0.08
H (3.580, -1.471, 0.691)  0.07

Results
**Kohn-Sham gap**: 0.349 Eh
**SMILES**: C#CCNC(=O)C1=C[C@H](c2ccccc2)[C@@H](CCCO)[C@H](OCC)O1
**HOMO energy**: -8.8 eV
**Molecular weight**: 343.423 g/mol
**Energy relative to the best compared isomer or geometry (same formula, charge and spin)**: 91.8 kcal per mole